*a*
{"formula": "C4H8N2OS", "method": "wB97M-V/def2-TZVPD", "homo_lumo_gap_ev": 8.8820, "species": ["S", "O", "N", "N", "C", "C", "C", "C", "H", "H", "H", "H", "H", "H", "H", "H"], "xyz": [[3.780, -0.049, -0.001], [1.711, -1.488, -0.591], [-0.718, 0.501, -1.057], [-1.213, -0.827, -0.289], [0.266, 1.094, -0.645], [1.235, 0.689, 0.445], [2.218, -0.334, -0.165], [-2.179, -0.290, 0.611], [-2.994, 0.121, -0.079], [-1.694, -1.135, -1.137], [0.737, -0.017, 1.189], [-1.590, 0.623, 1.058], [1.629, 1.662, 0.860], [-2.393, -1.090, 1.541], [0.506, 2.021, -1.418], [0.700, -1.482, -0.321]]}



*b*
{"formula": "C4H8N2OS", "method": "wB97M-V/def2-TZVPD", "homo_lumo_gap_ev": 8.0593, "species": ["S", "O", "N", "N", "C", "C", "C", "C", "H", "H", "H", "H", "H", "H", "H", "H"], "xyz": [[2.429, 1.304, -0.699], [0.078, -1.407, 1.829], [1.281, 0.570, 0.386], [-3.028, -0.989, -0.978], [-0.947, -0.711, 1.495], [-1.912, -0.132, -1.023], [-0.864, -0.296, 0.029], [0.362, 0.334, -0.409], [3.748, 1.321, 0.053], [-3.509, -1.225, -0.029], [0.546, 0.207, -1.677], [-1.251, 0.351, 2.062], [-3.658, -1.044, -1.821], [0.763, -0.812, 1.852], [-1.947, -1.278, 1.579], [-1.792, 0.634, -1.885]]}



Which one is most stable, and which one is least stable? *a* is the most stable of them, while *b* is the least stable.



*a*
{"formula": "C4H8N2OS", "method": "wB97M-V/def2-TZVPD", "homo_lumo_gap_ev": 9.3554, "species": ["S", "O", "N", "N", "C", "C", "C", "C", "H", "H", "H", "H", "H", "H", "H", "H"], "xyz": [[-0.151, -1.733, -1.166], [1.763, 0.829, 0.465], [2.061, -0.609, 0.286], [-1.559, -0.294, 0.844], [-2.859, -0.002, 0.271], [-0.644, -0.810, 0.205], [1.560, 1.582, -0.732], [0.916, -1.376, 0.403], [-3.087, 1.048, 0.489], [2.892, -0.860, 0.765], [0.795, 2.413, -0.528], [-2.891, -0.440, -0.748], [2.553, 2.075, -0.827], [-3.617, -0.683, 0.864], [1.302, 1.128, -1.715], [0.965, -2.269, 1.124]]}



*b*
{"formula": "C4H8N2OS", "method": "wB97M-V/def2-TZVPD", "homo_lumo_gap_ev": 9.7308, "species": ["S", "O", "N", "N", "C", "C", "C", "C", "H", "H", "H", "H", "H", "H", "H", "H"], "xyz": [[-0.991, 1.270, 1.323], [-2.019, -1.058, -0.604], [-1.783, -1.320, 0.797], [0.076, 0.369, -1.790], [1.037, 0.659, -0.790], [0.993, -0.430, 0.343], [0.590, 0.914, 0.649], [-1.263, -0.409, 1.582], [-1.187, -0.861, 2.694], [2.039, -0.441, 0.895], [1.444, 1.275, 1.173], [0.407, -1.413, -0.039], [-1.525, -0.199, -0.780], [2.015, 1.082, -0.897], [-0.262, 1.163, -2.383], [0.428, -0.601, -2.173]]}



Which one is most stable, and which one is least stable? *a* is the most stable of them, while *b* is the least stable.



*a*
{"formula": "C4H8N2OS", "method": "wB97M-V/def2-TZVPD", "homo_lumo_gap_ev": 9.0137, "species": ["S", "O", "N", "N", "C", "C", "C", "C", "H", "H", "H", "H", "H", "H", "H", "H"], "xyz": [[-0.948, 2.477, -1.657], [-2.227, -0.570, -1.476], [1.091, -0.305, 0.203], [0.766, 1.048, -0.325], [-0.868, -0.433, -1.242], [1.261, -0.374, 1.697], [-0.272, 1.037, -1.199], [-0.363, -0.791, 0.197], [1.466, 1.689, -0.006], [0.550, 0.757, 1.968], [-0.239, -1.927, 0.173], [-2.508, 0.486, -1.447], [-0.739, -0.324, 1.220], [2.451, -0.301, 1.762], [-0.313, -1.072, -2.068], [0.891, -1.396, 2.199]]}



*b*
{"formula": "C4H8N2OS", "method": "wB97M-V/def2-TZVPD", "homo_lumo_gap_ev": 8.7087, "species": ["S", "O", "N", "N", "C", "C", "C", "C", "H", "H", "H", "H", "H", "H", "H", "H"], "xyz": [[1.531, 1.291, 0.208], [-0.474, -1.892, 0.140], [-0.883, 0.374, 0.058], [1.358, -0.325, -0.365], [-2.323, 0.343, 0.131], [2.340, -1.293, 0.043], [-0.165, -0.749, 0.011], [-0.206, 1.612, -0.218], [2.638, -1.191, 1.093], [-0.588, 2.417, 0.411], [-2.622, -0.626, 0.529], [-0.288, 1.891, -1.278], [1.904, -2.281, -0.108], [-2.770, 0.478, -0.859], [-2.673, 1.134, 0.797], [3.221, -1.182, -0.591]]}



*c*
{"formula": "C4H8N2OS", "method": "wB97M-V/def2-TZVPD", "homo_lumo_gap_ev": 9.5725, "species": ["S", "O", "N", "N", "C", "C", "C", "C", "H", "H", "H", "H", "H", "H", "H", "H"], "xyz": [[-0.535, 0.757, 0.423], [0.753, -0.847, -1.348], [1.878, 1.022, -0.670], [1.929, 2.298, -0.350], [-0.984, -2.072, 1.178], [-1.906, -1.779, 0.099], [-1.401, -0.668, 1.029], [0.697, 0.179, -0.758], [1.106, 2.757, -0.621], [-1.622, -1.720, -0.919], [2.306, 0.859, -1.713], [-0.016, -2.263, 0.950], [2.360, 2.493, 0.568], [-2.980, -2.023, 0.243], [-1.471, -2.678, 1.923], [-2.223, 0.048, 1.441]]}



Which one is most stable, and which one is least stable? *b* is the most stable of them, while *a* is the least stable.



*a*
{"formula": "H10O5", "method": "wB97M-V/def2-TZVPD", "homo_lumo_gap_ev": [10.7118, 3.0083], "total_charge": 1, "multiplicity": 2, "species": ["O", "O", "O", "O", "O", "H", "H", "H", "H", "H", "H", "H", "H", "H", "H"], "xyz": [[-2.192, -0.402, 2.296], [-0.916, 1.287, 0.352], [2.152, -1.703, -1.210], [2.039, 0.621, 0.842], [-1.397, -0.045, -1.988], [1.837, -0.876, -0.846], [2.624, 1.366, 0.979], [-3.021, -0.396, 1.817], [2.299, -2.261, -0.446], [-1.199, 1.162, -0.554], [-1.663, 0.271, 1.869], [0.024, 1.107, 0.337], [2.051, 0.149, 1.675], [-0.771, -0.638, -2.404], [-1.866, 0.360, -2.718]]}



*b*
{"formula": "H10O5", "method": "wB97M-V/def2-TZVPD", "homo_lumo_gap_ev": [11.4874, 4.2826], "total_charge": 1, "multiplicity": 2, "species": ["O", "O", "O", "O", "O", "H", "H", "H", "H", "H", "H", "H", "H", "H", "H"], "xyz": [[-1.775, 1.633, -0.080], [0.587, 1.695, -1.091], [0.783, -0.766, -1.517], [-1.304, -1.048, 1.416], [1.426, -1.197, 1.178], [1.081, -1.411, -2.169], [-1.733, -0.242, 1.109], [-1.243, -1.032, 2.376], [0.728, 0.687, -1.201], [0.488, -1.406, 1.291], [0.824, 2.080, -1.964], [0.944, -1.161, -0.645], [1.742, -0.917, 2.042], [-1.669, 1.189, -0.941], [-0.879, 1.894, 0.198]]}



Which one is most stable, and which one is least stable? *b* is the most stable of them, while *a* is the least stable.